No. 1
C4H7NO in the gas phase, computed with ωB97M-V/def2-TZVPD.

The geometry in XYZ format:
```
13
Properties=species:S:1:pos:R:3:forces:R:3
C -1.42295 0.56004 -0.86754 0.025 0.063 -0.064
C -0.06756 -0.01169 -0.55525 -0.231 -0.186 0.081
C 1.07714 0.76152 -0.03326 0.255 0.345 -0.358
N 0.25234 -0.00484 0.88233 -0.444 -0.601 -0.388
C 0.65491 -1.22718 1.42074 0.117 -0.311 -0.237
O 0.54542 -2.28596 0.85152 0.005 0.160 0.343
H -2.18788 -0.17031 -0.56994 0.139 0.250 -0.047
H -1.57237 1.48760 -0.30356 -0.091 -0.159 -0.175
H -1.53953 0.74645 -1.94018 0.028 0.081 0.162
H 0.19832 -0.90844 -1.12259 -0.054 0.158 0.433
H 2.05931 0.37504 -0.28018 0.061 0.008 0.118
H 1.00963 1.83483 0.06070 0.024 0.134 0.116
H 1.00666 -1.15419 2.45781 0.166 0.056 0.015
```
Positions in Å, forces in eV/Å.

## Properties
Spin multiplicity: 1
Frontier orbital gap, eV: 10.94
ΔE to the lowest compared entry with this formula, charge and spin, kcal per mole: 41.8
SMILES: C[C@H]1CN1C=O
Charge: 0
E_HOMO, eV: -9.9676

Löwdin population analysis, charges in e, atoms 1 to 5: -0.052, -0.320, -0.079, -0.021, -0.308

***

No. 2
C4H7NO in the gas phase, computed with ωB97M-V/def2-TZVPD.

The geometry in XYZ format:
```
13
Properties=species:S:1:pos:R:3:forces:R:3
O -1.20906 -2.29248 0.13639 0.126 0.135 -0.177
C -0.63348 -1.52095 -0.60350 -0.241 -0.295 -0.024
N 0.04491 -0.43091 -0.18876 -0.316 -0.257 -0.244
C 0.19961 -0.10884 1.19857 0.277 -0.283 0.387
C 0.09911 1.29972 1.47886 -0.603 0.882 0.991
C 0.69376 0.47305 -1.07729 1.995 1.144 -0.600
H -0.60976 -1.62868 -1.70705 -0.039 -0.063 0.190
H -0.64226 -0.52219 1.78261 -0.105 -0.017 0.114
H 1.10538 -0.51783 1.64917 0.140 -0.401 -0.298
H -0.77298 1.70046 0.93787 0.159 0.052 -0.397
H 1.62497 0.84318 -0.56862 -0.705 -0.252 -0.394
H 1.06408 0.03875 -2.00668 -0.243 -0.491 0.094
H 0.15495 1.37129 -1.39373 -0.445 -0.154 0.360
```
Positions in Å, forces in eV/Å.

## Properties
Spin multiplicity: 1
Frontier orbital gap (alpha / beta), eV: 8.51 / 8.49
ΔE to the lowest compared entry with this formula, charge and spin, kcal per mole: 114.2
Charge: 0
E_HOMO (alpha / beta), eV: -9.1669 / -9.1490

Löwdin population analysis, charges in e, atoms 1 to 5: 0.028, -0.326, -0.163, -0.326, 0.156

***

No. 3
C4H7NO in the gas phase, computed with ωB97M-V/def2-TZVPD.

The geometry in XYZ format:
```
13
Properties=species:S:1:pos:R:3:forces:R:3
C -1.81735 -0.20031 0.15370 -0.066 0.017 0.011
C -0.41391 -0.46013 -0.38558 0.005 -0.076 -0.022
C 0.57977 0.62285 0.05156 0.040 -0.014 0.012
C 1.97139 0.12915 0.07135 0.124 -0.331 -0.060
N 2.67040 -0.90091 -0.08375 -0.310 0.345 0.021
O 3.12867 0.68322 0.34170 0.036 0.097 0.005
H -2.51718 -0.96889 -0.18802 0.097 0.121 0.040
H -1.81787 -0.21145 1.24991 -0.009 0.016 -0.163
H -2.20015 0.77327 -0.17291 0.058 -0.130 0.035
H -0.43053 -0.51663 -1.47983 0.021 -0.004 0.164
H -0.06135 -1.43588 -0.02963 -0.049 0.144 -0.036
H 0.54512 1.50711 -0.59633 0.006 -0.113 0.101
H 0.36299 0.97858 1.06783 0.046 -0.071 -0.110
```
Positions in Å, forces in eV/Å.

## Properties
Spin multiplicity: 1
Frontier orbital gap, eV: 10.17
ΔE to the lowest compared entry with this formula, charge and spin, kcal per mole: 87.1
SMILES: CCCC1=NO1
Charge: 0
E_HOMO, eV: -9.7008

Löwdin population analysis, charges in e, atoms 1 to 5: -0.115, -0.256, -0.118, -0.542, 0.277

***

> What is the charge in the first record?

0